164
Properties=species:S:1:pos:R:3:forces:R:3 method="wB97M-V/def2-TZVPD" charge=0 e_tot_ha=-2872.93982 homo_lumo_gap_ha=0.319 relative_energy_kcal_mol=18.0 smiles=COC[C@H](C)N.COC[C@H](C)N.COC[C@H](C)N.COC[C@H](C)N.COCCNCCOC.COCCNCCOC.COCCNCCOC.CC(C)O.CC(C)O
C 4.859 -1.650 -5.570 0.6 -0.6 0.2
O 3.978 -0.604 -5.236 0.1 -0.5 0.1
C 4.621 0.377 -4.474 0.3 1.5 -0.7
C 3.622 1.269 -3.746 -0.7 0.2 0.6
C 2.580 1.958 -4.625 0.3 -0.3 -1.0
N 4.279 2.289 -2.929 1.1 -0.2 0.1
H 4.368 -2.442 -6.132 -0.4 0.3 -0.1
H 5.266 -2.130 -4.672 -0.1 0.1 0.2
H 5.742 -1.345 -6.141 -0.2 0.4 -0.2
H 5.356 -0.007 -3.754 -0.3 -0.4 0.1
H 5.207 1.049 -5.126 0.1 -0.2 -0.2
H 3.108 0.581 -3.063 -0.2 0.2 0.1
H 1.824 2.579 -4.146 -0.1 -0.6 0.7
H 2.136 1.181 -5.250 -0.4 0.2 0.0
H 3.000 2.693 -5.323 0.6 -0.3 0.0
H 4.810 2.914 -3.537 -0.4 0.2 -0.1
H 5.045 1.848 -2.417 -0.3 0.0 0.3
C 0.053 1.184 -1.810 -0.3 0.4 0.4
O -1.095 0.740 -1.109 -0.3 -0.2 -0.3
C -0.824 -0.396 -0.313 1.0 0.0 0.7
C -1.891 -0.613 0.755 -0.1 -0.1 -1.2
C -3.231 -0.978 0.121 -0.3 0.5 1.1
N -1.954 0.567 1.649 0.0 -1.2 -0.4
H 0.701 1.732 -1.119 0.4 -0.4 0.0
H -0.228 1.931 -2.553 -0.3 -0.3 -0.2
H 0.552 0.341 -2.294 0.2 0.1 0.0
H -0.637 -1.322 -0.879 -0.4 0.1 -0.5
H 0.130 -0.221 0.204 0.0 0.1 0.1
H -1.564 -1.489 1.323 0.1 0.1 0.2
H -3.657 -0.117 -0.398 0.1 -0.1 -0.3
H -3.903 -1.188 0.957 -0.2 -0.2 -0.2
H -3.174 -1.864 -0.508 0.1 0.1 -0.2
H -2.122 1.378 1.058 0.1 0.1 0.1
H -0.973 0.612 1.924 -0.2 0.7 0.3
C 6.514 -2.765 3.618 0.3 0.2 -0.5
O 5.252 -2.304 4.026 0.1 -0.3 0.3
C 4.215 -2.727 3.184 -0.8 0.3 -0.3
C 2.895 -2.061 3.619 0.3 0.0 0.2
C 1.781 -2.401 2.660 -1.3 0.0 -0.6
N 3.011 -0.599 3.693 0.4 0.0 -0.7
H 6.605 -3.854 3.556 -0.3 -0.1 0.2
H 7.267 -2.391 4.308 -0.1 0.0 0.1
H 6.750 -2.385 2.616 0.0 0.1 0.0
H 4.405 -2.404 2.148 0.1 0.1 0.0
H 4.112 -3.818 3.140 0.1 -0.1 0.3
H 2.617 -2.356 4.634 0.2 -0.5 -0.1
H 1.832 -1.853 1.711 0.4 0.1 0.1
H 0.805 -2.109 3.059 0.1 0.1 0.2
H 1.627 -3.439 2.355 0.5 -0.2 0.4
H 3.916 -0.410 4.121 -0.2 0.2 0.2
H 3.150 -0.262 2.728 0.1 -0.3 0.7
C -3.504 1.074 -3.774 0.4 0.1 0.4
O -2.798 0.057 -4.434 -0.4 -0.3 -1.0
C -2.379 -1.014 -3.619 1.0 0.8 0.5
C -1.783 -2.152 -4.424 -1.6 -0.3 -0.9
C -2.866 -2.616 -5.425 0.3 0.0 0.3
N -1.468 -3.285 -3.545 0.5 0.2 0.0
H -3.939 1.724 -4.531 -0.1 -0.1 0.0
H -2.830 1.685 -3.160 0.0 0.0 0.1
H -4.272 0.671 -3.106 -0.2 0.0 -0.1
H -1.603 -0.568 -2.985 -0.1 -0.5 0.5
H -3.208 -1.399 -3.013 0.0 0.0 0.1
H -0.931 -1.857 -5.043 0.2 0.5 0.4
H -2.429 -3.347 -6.107 -0.2 0.0 -0.1
H -3.270 -1.760 -5.964 0.2 -0.1 -0.2
H -3.693 -3.078 -4.885 0.1 -0.1 0.1
H -1.015 -2.981 -2.688 -0.1 0.3 -0.1
H -0.737 -3.811 -4.015 -0.2 -0.3 0.1
C -1.783 -8.995 -4.310 -0.2 0.7 0.2
O -1.284 -8.464 -3.095 0.4 -0.4 -0.2
C 0.143 -8.315 -3.092 -1.5 0.7 0.2
C 0.465 -7.640 -1.776 0.4 -0.9 0.4
N -0.027 -6.287 -1.650 -0.3 0.4 0.2
C 0.219 -5.773 -0.300 1.1 0.4 -0.5
C -0.264 -4.339 -0.101 -1.5 0.1 -1.3
O -1.416 -4.233 0.710 0.6 -0.3 1.6
C -2.546 -5.000 0.332 0.3 1.3 -1.0
H -1.674 -8.267 -5.122 0.0 0.1 0.0
H -2.843 -9.145 -4.119 0.0 -0.3 -0.3
H -1.288 -9.913 -4.637 0.0 -0.2 0.3
H 0.395 -7.663 -3.935 0.4 0.0 0.0
H 0.592 -9.303 -3.211 0.3 0.0 0.1
H 1.549 -7.692 -1.621 0.1 0.5 -0.2
H 0.098 -8.259 -0.943 -0.3 -0.3 -0.2
H -1.019 -6.227 -1.857 0.0 -0.3 -0.2
H 1.312 -5.794 -0.254 0.0 0.0 0.5
H -0.175 -6.377 0.527 0.0 -0.2 -0.1
H -0.611 -3.931 -1.064 0.5 -0.3 -0.3
H 0.485 -3.629 0.241 0.0 -0.2 0.5
H -2.358 -6.036 0.039 0.2 -0.1 0.4
H -2.935 -4.487 -0.560 -0.4 -0.3 0.0
H -3.246 -4.896 1.156 -0.1 -0.3 -0.1
C -2.016 7.987 5.448 1.4 0.1 -0.1
O -2.357 6.899 6.269 -0.4 0.0 -0.1
C -1.625 5.701 5.957 -1.0 1.2 1.0
C -2.447 4.777 5.073 1.9 -0.8 -0.3
N -2.139 4.929 3.654 -1.1 0.8 0.1
C -2.863 4.004 2.802 1.0 -0.8 -0.2
C -2.638 4.343 1.336 -0.2 -0.5 -0.1
O -1.263 4.161 0.973 -0.6 0.4 0.9
C -1.009 4.335 -0.390 0.1 -0.2 -0.3
H -1.035 8.363 5.787 -0.1 0.1 -0.1
H -2.696 8.833 5.519 -0.4 -0.4 0.1
H -1.871 7.677 4.408 -0.4 0.1 0.0
H -1.475 5.257 6.943 0.0 -0.3 -0.1
H -0.635 6.002 5.603 0.0 -0.4 -0.5
H -3.508 4.891 5.278 0.0 0.1 0.0
H -2.114 3.768 5.370 -0.5 -0.2 0.2
H -1.143 4.885 3.490 0.0 -0.1 0.0
H -3.917 3.907 3.068 -0.1 0.8 -0.2
H -2.552 2.957 2.955 0.3 0.0 0.0
H -2.969 5.367 1.145 0.1 0.1 -0.1
H -3.216 3.644 0.721 -0.3 0.1 -0.1
H 0.039 4.055 -0.494 -0.1 0.0 -0.4
H -1.147 5.348 -0.788 0.0 0.2 0.5
H -1.663 3.699 -1.003 0.2 -0.3 0.0
C 2.759 3.808 5.366 0.0 0.2 0.4
O 1.923 3.579 4.257 -0.1 0.2 0.0
C 1.031 2.491 4.515 0.6 0.5 0.8
C 0.196 2.150 3.295 0.8 0.2 0.7
N 0.961 1.364 2.297 0.1 -0.1 1.0
C 2.105 2.071 1.696 -0.5 -0.7 -0.5
C 2.899 1.190 0.707 -0.5 1.2 0.4
O 4.031 0.614 1.330 0.3 0.3 0.0
C 4.994 0.168 0.402 -0.3 0.1 -0.2
H 3.620 3.133 5.382 0.0 -0.2 0.0
H 2.196 3.697 6.300 0.0 -0.2 0.0
H 3.134 4.832 5.386 -0.1 0.0 -0.5
H 0.452 2.769 5.410 -0.5 0.1 -0.3
H 1.625 1.642 4.885 0.0 -0.3 -0.5
H -0.245 3.057 2.887 0.2 -0.1 -0.3
H -0.622 1.559 3.711 -0.1 -0.2 -0.4
H 1.389 0.661 2.902 -0.1 -0.4 -0.3
H 2.816 2.465 2.424 -0.1 0.2 0.0
H 1.670 2.873 1.097 0.2 0.3 0.2
H 3.183 1.952 -0.030 0.5 -0.6 -0.5
H 2.264 0.420 0.257 0.0 0.0 -0.1
H 5.876 -0.204 0.920 -0.2 -0.1 0.2
H 5.319 1.004 -0.226 -0.1 -0.1 -0.1
H 4.541 -0.617 -0.214 0.3 0.0 -0.2
C -0.743 2.975 -6.042 0.8 0.5 -0.6
C -1.529 4.214 -5.596 -0.6 -0.9 -0.6
C -1.151 4.834 -4.281 -0.1 0.2 0.9
O -1.513 5.163 -6.655 0.6 0.1 -0.4
H -1.068 2.719 -7.052 -0.3 -0.1 0.1
H -0.843 2.092 -5.412 -0.3 0.2 0.2
H 0.330 3.151 -6.169 0.0 0.3 0.3
H -2.557 3.826 -5.571 -0.1 0.2 0.6
H -0.201 5.370 -4.251 0.2 -0.2 -0.4
H -1.127 4.088 -3.481 0.0 -0.1 -0.1
H -1.897 5.574 -3.976 -0.1 -0.1 -0.1
H -2.112 5.890 -6.468 -0.1 -0.1 0.2
C -4.905 -0.582 5.455 -0.3 0.7 0.8
C -3.812 -0.645 4.429 0.3 0.8 -1.2
C -3.158 -2.009 4.182 0.2 0.0 0.5
O -4.308 -0.110 3.197 -0.7 -0.4 -0.3
H -5.369 0.407 5.531 0.1 0.1 -0.7
H -4.494 -0.630 6.468 0.0 -0.9 -0.1
H -5.731 -1.272 5.284 0.2 -0.3 0.1
H -3.041 0.103 4.667 0.3 -0.5 0.7
H -2.714 -2.416 5.095 0.2 0.2 0.0
H -2.370 -1.873 3.441 0.1 -0.1 0.0
H -3.806 -2.812 3.824 -0.4 0.4 -0.1
H -3.542 0.076 2.615 0.0 0.1 0.4